(1)
This record from the OMol25 dataset describes a cluster of 7 separate species, C63H133N7O7 in total. The level of theory is wB97M-V/def2-TZVPD.

```
210
C63H133N7O7 | the OMol25 dataset | wB97M-V/def2-TZVPD
C 5.586 2.572 -7.213
C 4.497 2.136 -6.220
C 4.910 2.574 -4.806
C 4.510 3.971 -4.384
C 3.030 4.283 -4.707
C 2.687 3.982 -6.160
N 3.133 2.606 -6.479
O 2.687 2.188 -7.743
C 1.181 4.042 -6.358
C 3.334 5.018 -7.107
C 4.477 0.591 -6.201
H 5.178 2.523 -8.229
H 6.487 1.966 -7.188
H 5.840 3.627 -7.077
H 4.465 1.875 -4.089
H 5.989 2.452 -4.682
H 5.140 4.712 -4.885
H 4.682 4.107 -3.315
H 2.996 5.370 -4.604
H 2.450 3.734 -3.967
H 0.626 3.188 -5.966
H 0.752 4.959 -5.948
H 0.966 4.054 -7.430
H 2.769 5.945 -7.205
H 4.333 5.256 -6.742
H 3.404 4.619 -8.122
H 5.401 0.203 -5.775
H 4.326 0.143 -7.182
H 3.630 0.341 -5.560
H 3.196 2.678 -8.414
C 4.064 -0.858 10.085
C 4.075 -1.083 8.569
C 3.544 -2.517 8.295
C 3.376 -2.835 6.808
C 2.372 -1.810 6.304
C 2.762 -0.339 6.502
N 3.144 -0.145 7.908
O 3.399 1.204 8.226
C 3.890 -0.015 5.499
C 1.557 0.510 6.104
C 5.497 -0.925 8.034
H 4.834 -1.448 10.575
H 3.079 -0.948 10.538
H 4.385 0.185 10.184
H 4.191 -3.249 8.785
H 2.548 -2.599 8.736
H 3.086 -3.859 6.580
H 4.336 -2.663 6.311
H 1.438 -1.958 6.858
H 2.115 -1.981 5.255
H 4.766 -0.663 5.521
H 3.552 -0.156 4.470
H 4.211 1.012 5.685
H 1.563 1.412 6.719
H 1.616 0.779 5.054
H 0.612 0.003 6.303
H 5.722 -1.536 7.168
H 6.139 -1.281 8.852
H 5.854 0.097 7.908
H 2.711 1.407 8.868
C -3.771 2.196 -3.161
C -3.326 3.470 -3.926
C -4.557 4.393 -4.055
C -4.750 5.297 -2.842
C -3.451 6.006 -2.553
C -2.262 5.063 -2.235
N -2.159 4.145 -3.368
O -1.012 3.334 -3.410
C -1.001 5.923 -2.249
C -2.421 4.343 -0.893
C -2.965 3.030 -5.343
H -2.894 1.563 -3.007
H -4.521 1.674 -3.751
H -4.194 2.430 -2.182
H -4.402 4.995 -4.956
H -5.449 3.793 -4.237
H -4.985 4.710 -1.949
H -5.527 6.055 -2.952
H -3.612 6.688 -1.709
H -3.168 6.702 -3.349
H -1.217 6.847 -1.701
H -0.137 5.521 -1.715
H -0.717 6.195 -3.265
H -1.747 3.490 -0.846
H -2.150 5.073 -0.125
H -3.434 3.994 -0.693
H -2.142 2.316 -5.422
H -2.725 3.894 -5.969
H -3.774 2.498 -5.855
H -0.441 3.824 -4.015
C -4.257 -2.645 -7.574
C -4.517 -2.736 -6.065
C -4.612 -4.218 -5.707
C -4.446 -4.505 -4.214
C -3.230 -3.762 -3.649
C -3.212 -2.244 -3.935
N -3.433 -2.038 -5.361
O -3.499 -0.671 -5.684
C -4.231 -1.598 -2.971
C -1.801 -1.798 -3.559
C -5.884 -2.027 -5.896
H -5.099 -2.953 -8.194
H -3.361 -3.230 -7.798
H -4.070 -1.634 -7.942
H -5.599 -4.580 -5.996
H -3.844 -4.781 -6.240
H -4.401 -5.573 -4.008
H -5.317 -4.106 -3.684
H -2.317 -4.183 -4.078
H -3.214 -3.900 -2.567
H -3.928 -1.604 -1.926
H -4.424 -0.542 -3.187
H -5.219 -2.017 -3.173
H -1.576 -1.953 -2.508
H -1.071 -2.269 -4.220
H -1.685 -0.735 -3.798
H -6.342 -1.986 -4.904
H -6.660 -2.436 -6.554
H -5.914 -0.999 -6.269
H -2.641 -0.444 -6.060
C 4.761 -6.453 3.254
C 3.652 -5.771 2.462
C 3.126 -4.660 3.383
C 2.435 -3.548 2.599
C 3.323 -3.026 1.462
C 3.746 -4.114 0.462
N 4.210 -5.288 1.202
O 4.840 -6.250 0.388
C 2.554 -4.388 -0.455
C 4.932 -3.557 -0.339
C 2.570 -6.852 2.207
H 5.586 -5.759 3.406
H 5.031 -7.442 2.882
H 4.364 -6.686 4.250
H 2.352 -5.107 4.010
H 3.940 -4.246 3.977
H 2.237 -2.728 3.297
H 1.437 -3.830 2.256
H 4.155 -2.414 1.808
H 2.616 -2.390 0.924
H 1.686 -4.689 0.134
H 2.406 -3.564 -1.158
H 2.679 -5.220 -1.162
H 5.785 -3.417 0.324
H 5.259 -4.264 -1.103
H 4.630 -2.647 -0.861
H 2.217 -7.357 3.107
H 3.006 -7.621 1.565
H 1.691 -6.431 1.712
H 4.094 -6.805 0.106
C 1.860 2.318 -1.584
C 1.543 1.166 -0.642
C 2.179 1.457 0.739
C 1.747 0.576 1.919
C 0.221 0.618 1.955
C -0.566 0.353 0.656
N 0.107 1.052 -0.438
O -0.554 0.953 -1.690
C -0.797 -1.155 0.446
C -1.964 0.968 0.807
C 2.182 -0.135 -1.146
H 1.112 3.099 -1.402
H 1.726 2.012 -2.620
H 2.797 2.814 -1.332
H 3.268 1.381 0.651
H 1.986 2.504 1.003
H 2.206 0.890 2.854
H 2.115 -0.437 1.731
H -0.112 1.524 2.470
H -0.069 -0.155 2.683
H 0.167 -1.679 0.419
H -1.309 -1.555 1.320
H -1.227 -1.312 -0.542
H -1.910 2.058 0.882
H -2.449 0.841 -0.165
H -2.545 0.602 1.647
H 2.088 -0.962 -0.443
H 3.252 -0.002 -1.320
H 1.666 -0.423 -2.067
H -0.991 1.812 -1.775
C -3.662 2.004 4.045
C -3.926 1.244 5.370
C -5.357 1.528 5.845
C -6.362 0.602 5.163
C -5.936 -0.878 5.248
C -4.502 -1.161 4.798
N -3.623 -0.170 5.406
O -2.240 -0.359 5.120
C -4.131 -2.554 5.327
C -4.406 -1.176 3.258
C -3.010 1.969 6.400
H -4.445 1.888 3.283
H -2.750 1.693 3.535
H -3.665 3.078 4.227
H -5.357 1.323 6.920
H -5.600 2.571 5.650
H -6.423 0.967 4.131
H -7.386 0.646 5.538
H -6.577 -1.379 4.518
H -6.134 -1.224 6.261
H -4.808 -3.284 4.891
H -3.052 -2.692 5.257
H -4.290 -2.586 6.409
H -3.387 -1.076 2.874
H -4.848 -2.082 2.843
H -4.939 -0.351 2.774
H -3.319 2.985 6.648
H -1.948 1.940 6.170
H -3.153 1.417 7.336
H -2.201 -0.290 4.150
```

Output
Total charge   0
Gap between HOMO and LUMO   8.54 eV
Electronic energy   -3389.8648 a.u.
HOMO level   -8.009 eV
ΔE to the lowest compared entry with this formula, charge and spin   34.1 kcal/mol

Here are the Löwdin charges for atoms 1 to 5, given in e: number 1, C, carries -0.03; number 2, C, carries -0.52; number 3, C, carries -0.14; number 4, C, carries -0.18; number 5, C, carries -0.12



(2)
This record from the OMol25 dataset describes a cluster of 2 separate species, H10OS2Si4 in total. The level of theory is wB97M-V/def2-TZVPD.

```
17
H10OS2Si4 | the OMol25 dataset | wB97M-V/def2-TZVPD
O -2.280 -0.077 -0.288
Si -2.836 -1.613 -0.717
Si 2.005 -1.610 0.741
Si 1.489 2.824 -0.562
Si -1.343 1.058 0.331
S -0.986 1.059 2.304
S -0.446 2.016 -1.316
H -4.234 -1.522 -1.271
H -1.665 -2.092 -1.290
H -3.019 -2.478 0.553
H 1.406 -1.847 1.957
H 2.588 -0.264 0.759
H 2.856 -2.768 0.330
H 2.124 2.913 -1.791
H 2.132 1.751 0.437
H 1.266 4.128 0.092
H 0.943 -1.480 -0.269
```

Output
Total charge   0
Gap between HOMO and LUMO   8.90 eV
Electronic energy   -2035.6266 a.u.
HOMO level   -8.956 eV
ΔE to the lowest compared entry with this formula, charge and spin   49.0 kcal/mol

Here are the Löwdin charges for atoms 1 to 5, given in e: number 1, O, carries -0.57; number 2, Si, carries 0.58; number 3, Si, carries 0.59; number 4, Si, carries 0.37; number 5, Si, carries -0.34



(3)
This record from the OMol25 dataset describes a cluster of 2 separate species, C2H7NS2 in total. The level of theory is wB97M-V/def2-TZVPD.

```
12
C2H7NS2 | the OMol25 dataset | wB97M-V/def2-TZVPD
C 0.946 1.112 0.828
C -0.436 0.727 0.198
N -0.009 -1.760 0.067
S -0.701 0.981 -1.471
S -0.427 -2.090 -1.458
H 0.780 2.105 1.464
H 1.773 1.091 0.102
H 1.125 0.335 1.697
H -1.394 0.858 0.804
H -0.547 -2.027 0.848
H 0.555 1.446 -1.893
H -1.665 -2.778 -1.186
```

Output
Total charge   0
Gap between HOMO and LUMO (alpha / beta)   6.86 / 8.50 eV
Electronic energy   -931.3443 a.u.
2S+1   3
HOMO level (alpha / beta)   -6.187 / -9.202 eV
ΔE to the lowest compared entry with this formula, charge and spin   37.9 kcal/mol

Here are the Löwdin charges for atoms 1 to 5, given in e: number 1, C, carries -0.20; number 2, C, carries -0.70; number 3, N, carries -0.47; number 4, S, carries 0.63; number 5, S, carries 0.65